one | The following is a quantum chemistry calculation of 2 unconnected molecules or ions with the total composition C7H10N2, from OMol25.

Last column: Löwdin charge in e.
Geometry (Å):
C -3.6982 0.4852 0.7354  -0.118
C -2.3504 0.0342 0.8511  -0.088
N -2.1621 -0.7118 -0.3235  0.011
C -3.3062 -0.7378 -1.0541  -0.251
N -4.1960 -0.0244 -0.4850  0.020
H -4.0241 1.2642 1.4114  0.082
H -1.5682 0.0256 1.5792  0.085
H -1.3266 -1.3207 -0.4840  0.146
H -3.5342 -1.4156 -1.8278  0.105
C 3.8040 0.1101 -0.3362  -0.137
C 2.4178 0.4925 -0.4891  -0.403
C 1.6236 0.8890 0.7207  0.008
C 1.4387 -0.3255 0.2828  -0.039
H 4.4705 1.0425 -0.3599  0.100
H 4.0559 -0.7191 -1.0572  0.093
H 3.8113 -0.3173 0.6909  0.081
H 2.2636 0.9192 -1.5668  0.148
H 1.2142 1.6271 1.2940  0.065
H 1.0665 -1.3173 0.4180  0.090

gap between HOMO and LUMO = 9.620 eV
LUMO energy = 0.8 eV
SMILES = c1c[nH]cn1.CC1C=C1
net charge = 0



two | The following is a quantum chemistry calculation of a single C7H10N2 molecule, from OMol25.

Last column: Löwdin charge in e.
Geometry (Å):
C 1.2353 -0.5295 1.5460  -0.008
C 0.7192 -0.7369 0.3542  -0.353
C 1.4638 -1.1735 -0.8485  -0.087
C -0.9846 -0.8830 0.2243  0.037
C -2.4513 -1.5831 0.1822  -0.066
N -3.3187 -0.6345 -0.0050  -0.034
N -2.7469 0.5019 -0.1027  -0.027
C -1.4170 0.4447 -0.0212  -0.354
C -0.6744 1.6995 -0.1838  -0.036
H 0.6280 -0.1538 2.4537  0.102
H 2.2479 -0.0625 1.5083  0.077
H 2.5917 -1.2257 -0.7957  0.100
H 1.0919 -0.7840 -1.7578  0.059
H 1.2652 -2.2632 -0.9767  0.095
H -2.9114 -2.5407 0.2647  0.073
H -3.2669 1.3413 -0.3322  0.167
H -0.8813 2.4012 0.5499  0.053
H 0.3899 1.4869 0.1135  0.081
H -0.7128 2.0470 -1.2819  0.121

gap between HOMO and LUMO = 9.732 eV
LUMO energy = 0.9 eV
SMILES = C=C(C)c1cn[nH]c1C
net charge = 0



Most favorable structure: two. The second most favorable one is 0.300 eV above it.



one | The following is a quantum chemistry calculation of a single C4H5FS molecule, from OMol25.

Last column: Löwdin charge in e.
Geometry (Å):
F -2.6129 -0.0186 -0.2745  -0.024
C -1.4058 -0.0161 0.4060  -0.314
C -0.3907 -1.0946 -0.0085  -0.126
C 0.6160 0.0185 -0.1210  -0.772
S 2.2642 -0.0010 -0.0189  0.672
C -0.4426 1.1204 -0.0033  -0.107
H -1.6708 -0.0157 1.5722  0.187
H -0.1491 -1.8491 0.6995  0.105
H -0.4504 -1.5167 -0.9844  0.121
H -0.5178 1.6669 -0.9987  0.153
H -0.1837 1.7282 0.8460  0.103

gap between HOMO and LUMO = 8.420 eV
LUMO energy = -0.4 eV
SMILES = FC1CC(=S)C1
net charge = 0



two | The following is a quantum chemistry calculation of a single C4H5FS molecule, from OMol25.

Last column: Löwdin charge in e.
Geometry (Å):
F -1.3724 -1.7115 2.8302  0.013
C -1.0142 -1.0752 1.7166  -0.658
C -0.1174 -0.0873 1.6452  -0.107
C 0.2061 0.2229 0.1572  -0.218
C -0.6998 -0.6503 -0.8292  -0.404
S -1.7834 -1.6829 0.2548  0.920
H 0.6921 0.2155 2.3689  0.131
H 0.0036 1.3305 0.2026  0.114
H 1.2409 -0.0239 -0.0148  0.088
H -1.4761 -0.1005 -1.3346  0.039
H -0.1377 -1.2499 -1.5908  0.083

gap between HOMO and LUMO = 9.087 eV
LUMO energy = 0.8 eV
SMILES = FC1=CCCS1
net charge = 0



three | The following is a quantum chemistry calculation of a single C4H5FS molecule, from OMol25.

Last column: Löwdin charge in e.
Geometry (Å):
C -2.5483 0.8967 -0.2215  -0.127
C -1.1183 1.2637 -0.4153  -0.494
S -0.0242 0.2155 0.5399  0.853
C 1.4021 -0.5801 -0.0824  -0.497
C 2.4709 -1.1170 0.5021  -0.222
F 2.6195 -0.8834 1.8681  -0.063
H -2.8695 0.1712 0.7809  0.097
H -3.6261 1.4625 -0.6082  0.106
H -0.8438 1.7631 -1.3718  0.055
H 1.2643 -1.3401 -1.1206  0.154
H 3.2734 -1.8520 0.1288  0.139

gap between HOMO and LUMO = 8.687 eV
LUMO energy = 0.3 eV
SMILES = C=CS/C=C\F
net charge = 0



Most favorable structure: two. The second most favorable one is 0.425 eV above it.



one | The following is a quantum chemistry calculation of 2 unconnected molecules or ions with the total composition C4H8NO3, from OMol25.

Last column: Löwdin charge in e.
Geometry (Å):
C 0.1532 -0.2961 0.7735  -0.145
O -1.9488 -0.6777 2.2272  0.106
C -1.5566 -0.0816 1.2654  -0.294
C 0.3833 -0.3126 -0.6740  -0.168
C 1.4909 -1.3573 -0.9735  -0.541
O -0.8587 2.3979 -0.6442  -0.440
O 1.0450 -2.5992 -0.9739  -0.260
N -0.3207 0.8401 1.3655  0.093
H 0.7188 -0.9735 1.4126  0.148
H 0.6152 0.6966 -1.0502  0.109
H -0.4153 1.6065 0.5861  0.026
H -2.2206 0.2703 0.4792  0.142
H -0.5213 -0.6679 -1.1850  0.139
H 2.3205 -1.1732 -0.2384  0.089
H 1.9134 -1.0075 -1.9410  0.100
H -0.7979 3.3352 -0.4292  -0.105

gap between HOMO and LUMO = 5.115 eV
LUMO energy = 1.4 eV
net charge = -1



two | The following is a quantum chemistry calculation of 2 unconnected molecules or ions with the total composition C4H8NO3, from OMol25.

Last column: Löwdin charge in e.
Geometry (Å):
C -2.3792 0.2851 0.5345  -0.068
C -2.3542 -0.6028 -0.7235  -0.801
O -1.3592 -0.4404 -1.4775  -0.114
O -3.3254 -1.3674 -0.8591  -0.090
H -2.2625 -0.2611 1.4759  0.054
H -3.3245 0.8318 0.6136  0.051
H -1.6405 1.0919 0.4977  0.044
C 2.1349 0.8817 0.7404  -0.026
C 1.9891 0.0852 -0.5400  -0.584
O 2.5916 0.4264 -1.5366  0.035
N 1.3968 -1.1646 -0.3847  0.119
H 1.6169 -1.7441 -1.1884  0.091
H 0.3741 -1.0916 -0.3558  0.069
H 1.2202 0.8906 1.3447  0.071
H 2.4879 1.8847 0.5157  0.071
H 2.8338 0.2946 1.3430  0.076

gap between HOMO and LUMO = 8.029 eV
LUMO energy = 3.7 eV
net charge = -1



Most favorable structure: two. The second most favorable one is 6.892 eV above it.



one | The following is a quantum chemistry calculation of 2 unconnected molecules or ions with the total composition C4H8NO3, from OMol25.

Last column: Löwdin charge in e.
Geometry (Å):
C 1.8557 0.9790 -1.7125  -0.014
C 0.5262 1.7685 -1.8277  -0.573
O 0.3261 2.9086 -1.5453  0.066
N -0.3976 0.9924 -2.5603  0.113
H 2.4358 1.5422 -2.4497  0.079
H 1.8435 -0.0663 -1.9861  0.064
H -1.1503 1.5744 -2.9111  0.085
H -0.7360 0.0928 -2.2422  0.098
H 2.1875 1.1361 -0.6892  0.074
C -0.3385 -1.6767 2.7920  -0.065
C -1.7679 -1.4624 2.1978  -0.815
O -1.8395 -0.9140 1.0781  -0.121
O -2.7023 -1.8143 2.9632  -0.128
H -0.4695 -1.1220 3.7259  0.052
H 0.3950 -1.2125 2.1442  0.037
H -0.1683 -2.7258 3.0229  0.046

gap between HOMO and LUMO = 7.204 eV
LUMO energy = 3.3 eV
net charge = -1



two | The following is a quantum chemistry calculation of 2 unconnected molecules or ions with the total composition C4H8NO3, from OMol25.

Last column: Löwdin charge in e.
Geometry (Å):
C 2.2863 0.3888 -0.7391  -0.072
C 2.1343 1.8939 -0.8768  -0.893
O 2.9556 2.4945 -0.2562  -0.028
O 1.1502 2.1231 -1.5562  -0.069
H 2.7910 -0.0160 0.1651  0.069
H 2.7577 -0.1909 -1.5238  0.058
H 1.3614 -0.0670 -0.5614  -0.029
C -2.6606 -0.4953 0.9725  -0.056
C -1.4763 -1.2582 0.8500  -0.690
O -1.1759 -2.3259 1.3369  0.033
N -0.7418 -0.8037 -0.1753  0.138
H -2.7889 -0.2478 2.0389  0.076
H -3.5877 -0.9741 0.5492  0.101
H 0.1751 -1.3403 -0.4078  0.145
H -0.5560 0.1328 -0.4214  0.069
H -2.6245 0.6863 0.6055  0.148

gap between HOMO and LUMO = 7.331 eV
LUMO energy = 3.4 eV
net charge = -1



Most favorable structure: one. The second most favorable one is 1.080 eV above it.